Entry 1:
{
  "formula": "C29H45N5O6P2Sr",
  "method": "ωB97M-V with the def2-TZVPD basis set",
  "e_homo_ha": -0.478,
  "charge": 2,
  "elements": ["Sr", "C", "N", "C", "C", "N", "C", "C", "C", "C", "C", "C", "N", "C", "N", "C", "C", "C", "C", "C", "C", "N", "H", "H", "H", "H", "H", "H", "H", "H", "H", "H", "H", "H", "H", "H", "H", "C", "C", "C", "O", "P", "O", "C", "P", "O", "O", "C", "C", "C", "O", "C", "C", "C", "O", "C", "C", "C", "H", "H", "H", "H", "H", "H", "H", "H", "H", "H", "H", "H", "H", "H", "H", "H", "H", "H", "H", "H", "H", "H", "H", "H", "H", "H", "H", "H", "H", "H"],
  "positions_angstrom": [[0.785, -0.548, -0.220], [3.764, -3.163, 0.621], [2.566, -3.281, -0.174], [2.786, -3.802, -1.502], [1.464, -3.806, -2.181], [0.512, -2.941, -1.942], [-0.542, -3.359, -2.797], [-1.829, -2.850, -2.986], [-2.652, -3.490, -3.891], [-2.230, -4.622, -4.606], [-0.968, -5.145, -4.425], [-0.153, -4.485, -3.510], [1.137, -4.759, -3.082], [3.363, -2.541, 1.910], [2.456, -1.606, 2.028], [2.441, -1.328, 3.418], [1.675, -0.433, 4.169], [1.878, -0.391, 5.533], [2.815, -1.220, 6.169], [3.572, -2.118, 5.448], [3.357, -2.142, 4.074], [3.925, -2.921, 3.079], [4.474, -2.521, 0.088], [4.296, -4.105, 0.814], [1.874, -3.842, 0.314], [3.220, -4.811, -1.545], [3.493, -3.146, -2.021], [-2.186, -1.999, -2.434], [-3.656, -3.118, -4.048], [-2.907, -5.097, -5.303], [-0.631, -6.022, -4.960], [1.745, -5.496, -3.398], [0.935, 0.195, 3.707], [1.294, 0.295, 6.133], [2.938, -1.160, 7.242], [4.290, -2.769, 5.927], [4.644, -3.618, 3.180], [0.788, 1.954, -3.916], [-0.700, 1.723, -3.937], [-1.541, 2.961, -3.786], [-1.036, 0.698, -2.906], [-1.360, 0.730, -1.408], [-1.335, -0.671, -0.894], [0.066, 1.734, -0.553], [-0.013, 1.536, 1.365], [-0.212, 0.090, 1.678], [1.365, 1.941, 1.923], [2.212, 3.151, 1.699], [3.074, 2.924, 0.485], [1.398, 4.416, 1.681], [-1.152, 2.477, 1.755], [-1.717, 2.596, 3.158], [-2.773, 1.544, 3.332], [-2.223, 4.006, 3.276], [-2.566, 1.598, -1.049], [-4.029, 1.193, -1.133], [-4.376, 0.890, -2.562], [-4.299, 0.075, -0.163], [1.093, 2.411, -4.858], [1.326, 1.009, -3.827], [1.093, 2.635, -3.118], [-0.972, 1.207, -4.856], [-1.367, 3.475, -2.839], [-2.603, 2.744, -3.873], [-1.269, 3.651, -4.586], [-0.028, 2.782, -0.823], [1.036, 1.360, -0.907], [2.843, 3.142, 2.587], [2.547, 3.125, -0.450], [3.479, 1.911, 0.480], [3.925, 3.605, 0.518], [0.707, 4.464, 0.837], [2.088, 5.256, 1.591], [0.835, 4.542, 2.602], [-0.878, 2.421, 3.835], [-3.611, 1.730, 2.660], [-3.144, 1.605, 4.357], [-2.389, 0.538, 3.170], [-3.013, 4.186, 2.548], [-1.436, 4.742, 3.132], [-2.642, 4.152, 4.273], [-4.510, 2.112, -0.809], [-3.760, 0.087, -2.975], [-4.296, 1.766, -3.204], [-5.412, 0.545, -2.590], [-4.001, -0.894, -0.561], [-5.373, 0.053, 0.028], [-3.786, 0.234, 0.782]]
}

---

Entry 2:
{
  "formula": "C5H7ClS",
  "method": "ωB97M-V with the def2-TZVPD basis set",
  "e_homo_ha": [-0.277, -0.277],
  "charge": 0,
  "elements": ["C", "C", "C", "C", "C", "S", "Cl", "H", "H", "H", "H", "H", "H", "H"],
  "positions_angstrom": [[0.557, -1.504, 0.098], [-0.755, -1.058, -0.419], [0.903, 1.344, -0.768], [0.460, 1.303, 0.648], [-1.642, -0.395, 0.416], [1.808, 0.244, 0.501], [-3.038, 0.487, 0.052], [1.117, -2.101, -0.585], [0.492, -1.802, 1.128], [-0.786, -1.044, -1.568], [0.345, 0.579, -1.372], [1.415, 2.255, -1.095], [0.634, 2.152, 1.411], [-1.509, -0.461, 1.552]]
}

---

Entry 3:
{
  "formula": "C24H25N3O4",
  "method": "ωB97M-V with the def2-TZVPD basis set",
  "e_homo_ha": -0.291,
  "smiles": "CC(=O)c1ccc(OCc2cc(C(=O)N3CCN(c4ccccc4)C[C@@H]3C)no2)cc1",
  "charge": 0,
  "elements": ["C", "C", "O", "C", "C", "C", "C", "O", "C", "C", "C", "C", "C", "O", "N", "C", "C", "N", "C", "C", "C", "C", "C", "C", "C", "C", "C", "N", "O", "C", "C", "H", "H", "H", "H", "H", "H", "H", "H", "H", "H", "H", "H", "H", "H", "H", "H", "H", "H", "H", "H", "H", "H", "H", "H", "H"],
  "positions_angstrom": [[-9.753, -0.841, -1.964], [-9.191, -0.805, -0.563], [-9.898, -0.973, 0.407], [-7.737, -0.554, -0.425], [-7.200, -0.516, 0.861], [-5.856, -0.291, 1.080], [-5.008, -0.096, -0.007], [-3.670, 0.131, 0.074], [-3.067, 0.185, 1.344], [-1.616, 0.462, 1.148], [-0.913, 0.987, 0.106], [0.433, 0.982, 0.566], [1.547, 1.522, -0.263], [1.256, 2.172, -1.256], [2.825, 1.288, 0.095], [3.291, 0.473, 1.191], [4.123, -0.705, 0.665], [5.198, -0.192, -0.150], [6.397, -0.887, -0.269], [6.546, -2.207, 0.162], [7.771, -2.843, 0.084], [8.875, -2.189, -0.432], [8.740, -0.879, -0.864], [7.523, -0.234, -0.780], [4.686, 0.558, -1.276], [3.887, 1.769, -0.780], [4.788, 2.779, -0.073], [0.487, 0.497, 1.783], [-0.772, 0.169, 2.152], [-5.535, -0.131, -1.301], [-6.876, -0.357, -1.508], [-9.271, -1.628, -2.541], [-9.583, 0.111, -2.460], [-10.821, -1.035, -1.915], [-7.869, -0.669, 1.695], [-5.484, -0.270, 2.092], [-3.182, -0.767, 1.884], [-3.512, 0.987, 1.955], [-1.266, 1.327, -0.842], [2.441, 0.112, 1.767], [3.919, 1.088, 1.841], [4.535, -1.239, 1.521], [3.468, -1.387, 0.096], [5.699, -2.755, 0.546], [7.858, -3.866, 0.421], [9.829, -2.690, -0.496], [9.594, -0.351, -1.262], [7.448, 0.795, -1.097], [5.505, 0.893, -1.910], [4.020, -0.078, -1.884], [3.391, 2.251, -1.627], [5.401, 3.293, -0.808], [5.445, 2.281, 0.635], [4.187, 3.518, 0.451], [-4.860, 0.022, -2.128], [-7.249, -0.378, -2.519]]
}

---

Entry 4:
{
  "formula": "C5H6N3O2",
  "method": "ωB97M-V with the def2-TZVPD basis set",
  "e_homo_ha": [-0.403, -0.529],
  "multiplicity": 3,
  "charge": 1,
  "elements": ["C", "C", "C", "C", "C", "N", "N", "N", "O", "O", "H", "H", "H", "H", "H", "H"],
  "positions_angstrom": [[-2.307, 0.139, -0.443], [-3.365, 0.057, 0.441], [-0.990, 0.882, -0.124], [-4.568, -0.295, 0.081], [1.491, 0.488, -0.142], [0.458, -2.209, -0.214], [0.094, 0.028, -0.121], [-0.256, -1.234, -0.111], [-1.097, 2.056, 0.156], [-5.673, -0.453, -0.143], [-2.351, -0.257, -1.426], [-3.247, 0.720, 1.291], [1.785, 0.267, -1.239], [1.476, 1.606, 0.199], [2.152, -0.180, 0.419], [1.449, -2.088, -0.075]]
}

---

Which formula does entry 1 have? C29H45N5O6P2Sr